1:
{"formula": "C7H16NO2", "method": "the ωB97M-V functional and the def2-TZVPD basis", "elements": ["C", "C", "C", "C", "C", "C", "C", "N", "O", "O", "H", "H", "H", "H", "H", "H", "H", "H", "H", "H", "H", "H", "H", "H", "H", "H"], "positions_angstrom": [[-1.708, 0.685, 1.883], [-0.238, 0.778, 1.784], [-1.071, 1.069, -1.998], [1.213, -0.157, -2.572], [-0.594, -1.421, -1.129], [1.097, -0.909, 3.025], [0.078, -0.094, -1.579], [0.862, 0.438, 2.463], [-0.907, 1.894, 1.650], [0.541, 0.409, -0.192], [-2.078, 0.216, 1.058], [-2.396, 0.717, 2.660], [-1.386, 0.998, -3.009], [-1.996, 1.004, -1.457], [-0.666, 2.035, -2.130], [0.904, -0.416, -3.574], [2.006, -0.912, -2.152], [1.719, 0.779, -2.650], [-1.589, -1.555, -1.567], [-0.062, -2.283, -1.484], [-0.737, -1.351, -0.033], [1.570, -0.893, 4.018], [0.210, -1.500, 3.137], [1.846, -1.328, 2.330], [1.571, 0.985, -0.547], [1.810, 0.812, 2.066]], "mulliken_charge": [-0.412, 0.870, -1.530, -1.631, -1.364, -0.811, 1.416, -0.229, -0.350, -0.644, 0.156, 0.373, 0.521, 0.307, 0.418, 0.377, 0.372, 0.510, 0.348, 0.379, 0.226, 0.306, 0.353, 0.306, 0.380, 0.353], "multiplicity": 1, "charge": 1, "homo_energy_ha": -0.520, "e_lumo_ev": -4.01}



2:
{"formula": "C7H16NO2", "method": "the ωB97M-V functional and the def2-TZVPD basis", "elements": ["C", "C", "C", "C", "C", "C", "C", "N", "O", "O", "H", "H", "H", "H", "H", "H", "H", "H", "H", "H", "H", "H", "H", "H", "H", "H"], "positions_angstrom": [[-2.553, 0.999, 1.274], [-2.008, 1.281, 0.113], [1.346, 1.847, -1.295], [1.349, -1.927, 1.200], [1.035, 0.884, -0.091], [-0.034, -1.418, 0.580], [0.206, -0.288, -0.380], [-0.145, -0.551, -1.743], [0.683, 1.653, 1.015], [-0.853, -2.335, -0.074], [-3.524, 1.321, 1.654], [-1.832, 0.697, 2.086], [-2.266, 1.827, -0.726], [0.510, 1.752, -2.039], [2.133, 1.499, -1.841], [1.456, 2.737, -0.698], [1.623, -1.441, 2.188], [1.280, -2.970, 1.363], [2.220, -1.856, 0.525], [1.979, 0.552, 0.301], [-0.558, -1.067, 1.506], [-0.318, 0.411, -2.065], [-1.025, -1.202, -1.950], [0.546, -1.071, -2.353], [-0.268, 1.815, 1.033], [-0.984, -3.148, 0.415]], "mulliken_charge": [-0.413, -0.462, -1.456, -1.350, 0.205, 0.516, -0.220, -0.056, -0.533, -0.551, 0.337, 0.171, 0.394, 0.292, 0.447, 0.421, 0.354, 0.439, 0.326, 0.381, -0.068, 0.305, 0.453, 0.318, 0.380, 0.371], "multiplicity": 1, "charge": 1, "homo_energy_ha": [-0.477, -0.464], "e_lumo_ev": [-4.39, -4.21]}



Which one sits at the bottom of the stability order? 2 does.



1:
{"formula": "C5H10", "method": "the ωB97M-V functional and the def2-TZVPD basis", "elements": ["C", "C", "C", "C", "C", "H", "H", "H", "H", "H", "H", "H", "H", "H", "H"], "positions_angstrom": [[1.396, 0.004, -1.319], [0.480, -0.320, -0.404], [-0.489, -1.444, -0.627], [0.373, 0.446, 0.893], [-0.944, 1.201, 1.010], [2.101, 0.829, -1.160], [1.506, -0.546, -2.254], [-0.243, -2.019, -1.524], [-0.489, -2.118, 0.241], [-1.528, -1.077, -0.698], [1.229, 1.120, 0.983], [0.454, -0.256, 1.738], [-1.006, 1.700, 1.979], [-1.810, 0.520, 0.920], [-1.029, 1.959, 0.222]], "mulliken_charge": [-1.009, 0.863, -1.228, -0.505, -1.082, 0.251, 0.266, 0.361, 0.289, 0.276, 0.314, 0.271, 0.337, 0.301, 0.297], "multiplicity": 1, "smiles": "C=C(C)CC", "homo_energy_ha": -0.340, "e_lumo_ev": 1.13}



2:
{"formula": "C5H10", "method": "the ωB97M-V functional and the def2-TZVPD basis", "elements": ["C", "C", "C", "H", "H", "H", "H", "H", "H", "C", "C", "H", "H", "H", "H"], "positions_angstrom": [[0.668, -2.646, -0.230], [1.495, -1.842, -0.965], [1.004, -1.255, -2.238], [0.819, -3.489, 0.344], [-0.338, -2.233, 0.120], [2.418, -1.343, -0.598], [0.166, -1.734, -2.581], [0.716, -0.216, -2.116], [1.718, -1.120, -3.051], [-2.078, 2.404, 1.799], [-0.987, 3.163, 1.758], [-2.622, 2.062, 2.685], [-2.521, 1.943, 0.983], [-0.604, 3.673, 2.630], [-0.359, 3.515, 0.839]], "mulliken_charge": [-0.740, 0.106, -1.127, 0.310, 0.184, 0.270, 0.386, 0.281, 0.329, -0.486, -0.372, 0.211, 0.244, 0.215, 0.188], "multiplicity": 1, "smiles": "C=CC.C=C", "homo_energy_ha": -0.300, "e_lumo_ev": 0.69}



3:
{"formula": "C5H10", "method": "the ωB97M-V functional and the def2-TZVPD basis", "elements": ["C", "C", "C", "C", "C", "H", "H", "H", "H", "H", "H", "H", "H", "H", "H"], "positions_angstrom": [[-0.402, -0.590, -2.350], [-0.162, 0.015, -1.012], [-0.481, -0.517, 0.152], [-0.265, 0.131, 1.510], [1.152, 0.832, 1.689], [-1.151, 0.032, -2.803], [-0.968, -1.589, -2.283], [0.443, -0.460, -3.015], [0.451, 1.037, -1.180], [-0.884, -1.629, 0.180], [-1.181, 0.827, 1.693], [-0.144, -0.732, 2.181], [1.207, 1.376, 2.775], [1.198, 1.622, 0.969], [1.978, 0.289, 1.552]], "mulliken_charge": [-1.173, 0.159, -0.189, -0.321, -1.130, 0.315, 0.274, 0.330, 0.103, 0.146, 0.246, 0.265, 0.250, 0.309, 0.416], "multiplicity": 1, "smiles": "C/C=C/CC", "homo_energy_ha": -0.336, "e_lumo_ev": 1.23}



4:
{"formula": "C5H10", "method": "the ωB97M-V functional and the def2-TZVPD basis", "elements": ["C", "C", "C", "C", "C", "H", "H", "H", "H", "H", "H", "H", "H", "H", "H"], "positions_angstrom": [[0.446, -1.358, -1.239], [-0.246, -0.328, -0.333], [-0.156, -0.352, 1.217], [-0.403, 1.171, 1.125], [0.141, 1.082, -0.308], [1.495, -1.566, -0.828], [-0.191, -2.251, -1.301], [0.644, -0.847, -2.244], [-1.288, -0.354, -0.578], [-0.891, -0.952, 1.602], [0.850, -0.695, 1.464], [0.183, 1.998, 1.761], [-1.480, 1.553, 1.137], [1.215, 1.148, -0.415], [-0.319, 1.751, -1.061]], "mulliken_charge": [-1.260, 0.310, -0.746, -0.403, -0.721, 0.277, 0.349, 0.285, 0.243, 0.349, 0.262, 0.254, 0.205, 0.294, 0.302], "multiplicity": 1, "smiles": "CC1CCC1", "homo_energy_ha": -0.375, "e_lumo_ev": 1.28}



Which one sits at the bottom of the stability order? 2 does.



1:
{"formula": "C5H10", "method": "the ωB97M-V functional and the def2-TZVPD basis", "elements": ["C", "C", "C", "H", "H", "H", "H", "H", "H", "C", "C", "H", "H", "H", "H"], "positions_angstrom": [[-1.730, 0.358, 0.297], [-1.038, -0.643, 0.829], [-0.287, -1.670, 0.036], [-1.761, 0.508, -0.782], [-2.279, 1.070, 0.908], [-1.011, -0.758, 1.913], [-0.877, -2.592, -0.003], [0.679, -1.919, 0.492], [-0.104, -1.336, -0.990], [0.995, 1.623, -0.703], [1.824, 0.717, -0.201], [0.887, 1.775, -1.774], [0.364, 2.231, -0.060], [1.896, 0.551, 0.872], [2.441, 0.085, -0.834]], "mulliken_charge": [-0.871, 0.177, -1.072, 0.291, 0.275, 0.303, 0.340, 0.284, 0.285, -0.475, -0.581, 0.252, 0.258, 0.277, 0.259], "multiplicity": 1, "smiles": "C=CC.C=C", "homo_energy_ha": -0.343, "e_lumo_ev": 1.27}



2:
{"formula": "C5H10", "method": "the ωB97M-V functional and the def2-TZVPD basis", "elements": ["C", "C", "C", "C", "C", "H", "H", "H", "H", "H", "H", "H", "H", "H", "H"], "positions_angstrom": [[-1.594, -0.597, -0.483], [-0.169, -1.042, -0.690], [0.809, 0.020, -0.324], [1.135, 1.340, 0.290], [0.297, 0.622, 1.236], [-1.599, 0.493, -0.549], [-1.964, -0.889, 0.503], [-2.241, -0.994, -1.257], [0.024, -1.494, -1.670], [0.125, -1.834, 0.025], [1.769, -0.332, -0.716], [2.166, 1.031, 0.463], [0.951, 2.361, -0.018], [0.522, -0.027, 2.062], [-0.659, 1.142, 1.430]], "mulliken_charge": [-1.111, -0.316, -0.325, -0.406, -0.731, 0.262, 0.286, 0.346, 0.400, 0.240, 0.278, 0.233, 0.285, 0.303, 0.256], "multiplicity": 1, "smiles": "CCC1CC1", "homo_energy_ha": -0.290, "e_lumo_ev": 1.16}



3:
{"formula": "C5H10", "method": "the ωB97M-V functional and the def2-TZVPD basis", "elements": ["C", "C", "C", "C", "C", "H", "H", "H", "H", "H", "H", "H", "H", "H", "H"], "positions_angstrom": [[0.113, -0.916, -1.902], [0.525, 0.274, -1.439], [1.007, 0.348, -0.020], [-0.011, 0.764, 1.129], [-1.081, -0.300, 1.248], [-0.480, -1.098, -2.843], [0.308, -1.803, -1.240], [0.306, 1.215, -1.898], [1.837, 1.041, 0.003], [1.451, -0.557, 0.401], [-0.496, 1.721, 0.797], [0.713, 0.893, 2.027], [-1.858, -0.081, 1.966], [-1.724, -0.291, 0.287], [-0.610, -1.212, 1.483]], "mulliken_charge": [-0.632, -0.133, -0.848, -0.229, -1.102, 0.248, 0.203, 0.331, 0.339, 0.375, 0.259, 0.263, 0.354, 0.249, 0.322], "multiplicity": 1, "smiles": "C=CCCC", "homo_energy_ha": -0.349, "e_lumo_ev": 1.24}



Which one sits at the bottom of the stability order? 2 does.



1:
{"formula": "C5H10", "method": "the ωB97M-V functional and the def2-TZVPD basis", "elements": ["C", "C", "C", "C", "C", "H", "H", "H", "H", "H", "H", "H", "H", "H", "H"], "positions_angstrom": [[-0.926, -0.848, 0.657], [-1.278, 0.531, 0.192], [0.442, 1.236, -0.669], [1.400, 0.315, -0.061], [0.310, -1.264, -0.067], [-0.851, -0.924, 1.750], [-1.530, -1.850, 0.198], [-1.842, 0.570, -0.719], [-1.796, 1.124, 0.967], [0.670, 1.452, -1.738], [0.348, 2.223, -0.271], [1.506, 0.462, 1.010], [2.406, 0.359, -0.511], [0.936, -2.006, 0.405], [0.165, -1.439, -1.138]], "mulliken_charge": [-0.151, -0.775, -0.648, -0.611, -0.849, 0.261, 0.219, 0.286, 0.339, 0.280, 0.313, 0.266, 0.342, 0.386, 0.343], "multiplicity": 1, "homo_energy_ha": -0.326, "e_lumo_ev": 1.22}



2:
{"formula": "C5H10", "method": "the ωB97M-V functional and the def2-TZVPD basis", "elements": ["C", "C", "C", "C", "C", "H", "H", "H", "H", "H", "H", "H", "H", "H", "H"], "positions_angstrom": [[1.074, -1.768, -0.296], [0.717, -0.322, -0.214], [0.617, 0.456, 1.004], [-0.607, -0.002, 1.497], [1.534, 1.265, 1.575], [1.285, -2.028, -1.331], [1.824, -2.040, 0.445], [0.202, -2.373, -0.042], [0.219, 0.133, -1.069], [-4.042, 2.041, -4.080], [-1.391, -0.556, 0.999], [-0.836, 0.083, 2.555], [-4.494, 2.062, -4.671], [1.432, 1.637, 2.584], [2.465, 1.412, 1.044]], "mulliken_charge": [-0.868, -0.293, 0.745, -1.051, -0.851, 0.321, 0.308, 0.257, 0.299, -0.023, 0.303, 0.270, 0.023, 0.295, 0.265], "multiplicity": 1, "homo_energy_ha": -0.244, "e_lumo_ev": -0.87}



3:
{"formula": "C5H10", "method": "the ωB97M-V functional and the def2-TZVPD basis", "elements": ["C", "C", "C", "C", "C", "H", "H", "H", "H", "H", "H", "H", "H", "H", "H"], "positions_angstrom": [[2.836, 1.035, 0.009], [2.405, -0.149, -0.264], [-2.060, -0.986, 0.896], [-0.769, 0.180, -0.860], [-1.136, 0.052, 0.477], [3.106, 1.795, -0.626], [2.606, 1.389, 0.922], [2.319, -0.834, -1.105], [-2.173, -1.725, 0.100], [-2.971, -0.585, 1.307], [-1.523, -1.395, 1.773], [-1.470, -0.586, -1.503], [-0.946, 1.197, -1.171], [0.225, 0.051, -1.115], [-0.449, 0.561, 1.161]], "mulliken_charge": [-0.453, -0.481, -0.898, -0.685, -0.172, 0.307, 0.264, 0.353, 0.355, 0.251, 0.230, 0.223, 0.234, 0.110, 0.362], "multiplicity": 1, "homo_energy_ha": [-0.331, -0.256], "e_lumo_ev": [1.21, -0.05]}



Which one sits at the bottom of the stability order? 3 does.